# C8H10N3

A gas-phase ion, C8H10N3 (charge +1) (ωB97M-V/def2-TZVPD, OMol25).

Structure (XYZ):
```
21
Properties=species:S:1:pos:R:3
N -0.44949 -1.42841 -0.49148
N -3.80394 -0.09354 -0.24992
N 1.00272 1.75314 0.70872
C -2.85658 -0.79756 -0.22045
C 0.28510 -2.61277 -0.87146
C 0.26487 -0.23719 -0.27817
C -0.04663 0.89217 0.72570
C 1.02104 2.97815 1.44999
C 1.96558 1.24694 -0.18473
C -1.83176 -1.62577 -0.26212
C 1.48520 0.08165 -0.83388
H 1.76908 2.81181 2.22202
H 1.40092 3.87702 0.94274
H 0.13159 3.13353 1.95853
H 0.29294 -3.40933 -0.12564
H 2.91420 1.76528 -0.37454
H 1.27938 -2.44779 -1.31169
H -2.09234 -2.66404 -0.08288
H 1.97239 -0.47388 -1.58696
H -0.26720 -3.10080 -1.63452
H -4.43709 0.35135 0.50074
```

Computed properties:
Orbital gap (spin up / spin down) = 6.67 / 6.34 eV
Spin multiplicity = 1
Net charge = +1
Energy above the lowest of the compared OMol25 structures with the same formula, charge and spin = 443.4 kJ/mol
Largest force on an atom = 4.19 eV/Å
Structure (SMILES) = CN(C=C=N)C1=C=[N+](C)C=C1